Record 1
Entry from the Open Molecules 2025 dataset: a structure of composition C35H39N5O8PSTi in a non-equilibrium geometry (the ωB97M-V functional and the def2-TZVPD basis).

The geometry in XYZ format:
```
90
Properties=species:S:1:pos:R:3
Ti 0.24 0.59 0.16
O -6.67 0.77 1.15
C -5.92 0.61 0.19
O -6.05 0.07 -0.92
C -4.47 1.09 0.38
C -3.73 1.51 -0.73
C -2.38 1.62 -0.63
N -1.72 1.32 0.52
C -2.43 1.15 1.64
C -3.81 1.01 1.59
C -1.73 1.30 2.94
C -2.13 0.61 4.08
C -1.52 0.92 5.28
C -0.55 1.91 5.30
C -0.22 2.54 4.11
N -0.79 2.25 2.94
C -1.51 2.16 -1.69
C -1.99 2.71 -2.86
C -1.12 3.39 -3.69
C 0.21 3.52 -3.30
C 0.63 2.90 -2.14
N -0.20 2.19 -1.37
H -4.27 1.68 -1.66
H -4.39 0.85 2.49
H -2.88 -0.16 4.01
H -1.79 0.40 6.19
H -0.06 2.20 6.22
H 0.53 3.32 4.09
H -3.04 2.64 -3.10
H -1.48 3.83 -4.61
H 0.91 4.10 -3.89
H 1.64 2.99 -1.79
C 0.25 -3.46 2.93
C -0.63 -2.88 1.82
C -1.59 -3.94 1.29
O -1.40 -1.79 2.28
C 0.30 -2.44 0.69
O 0.82 -3.18 -0.10
O 0.52 -1.11 0.62
H -0.40 -3.78 3.75
H 0.94 -2.72 3.31
H 0.80 -4.33 2.57
H -2.17 -4.34 2.12
H -1.04 -4.75 0.81
H -2.29 -3.51 0.57
H -0.81 -1.20 2.76
C 4.61 3.45 1.59
N 3.66 2.41 1.97
C 3.85 1.64 3.10
C 2.96 0.71 3.47
C 1.75 0.55 2.70
O 0.81 -0.15 3.08
N 1.67 1.22 1.48
C 2.60 2.18 1.13
O 2.50 2.80 0.08
H 5.29 3.61 2.42
H 4.08 4.37 1.37
H 5.18 3.15 0.71
H 4.75 1.85 3.66
H 3.08 0.13 4.37
C -3.39 -1.61 -1.29
S -1.93 -1.24 -2.25
C -1.29 -2.91 -2.41
O -0.92 -0.56 -1.31
H -3.77 -2.57 -1.66
H -4.16 -0.86 -1.46
H -3.11 -1.69 -0.24
H -1.69 -3.56 -1.63
H -0.21 -2.84 -2.33
H -1.57 -3.28 -3.40
C 3.29 1.08 -2.39
P 2.18 -0.06 -1.51
C 3.35 -1.02 -0.50
C 1.68 -1.12 -2.89
C 2.13 -2.43 -3.03
C 1.81 -3.15 -4.17
C 1.06 -2.57 -5.18
C 0.61 -1.26 -5.05
C 0.91 -0.54 -3.90
H 2.76 1.62 -3.17
H 4.05 0.46 -2.88
H 3.76 1.78 -1.71
H 4.21 -1.31 -1.09
H 2.85 -1.90 -0.10
H 3.69 -0.39 0.32
H 2.70 -2.90 -2.24
H 2.16 -4.17 -4.27
H 0.83 -3.13 -6.07
H 0.02 -0.81 -5.83
H 0.55 0.48 -3.80
```

Calculated values
Molar mass: 768.6 u
2S+1: 1
Charge: +1
ΔE to the lowest compared entry with this formula, charge and spin: 153.1 kJ/mol

=====

Record 2
Entry from the Open Molecules 2025 dataset: a cluster of 7 separate species, C35H39N9O4S in total in a non-equilibrium geometry (the ωB97M-V functional and the def2-TZVPD basis).

The geometry in XYZ format:
```
88
Properties=species:S:1:pos:R:3
C -0.22 -2.81 1.80
C 1.32 -2.60 1.42
O 1.47 -3.12 0.10
C 2.42 -2.34 -0.67
C 1.60 -1.07 -1.14
C 2.00 0.30 -0.78
C 1.22 1.46 -1.18
C 1.65 2.92 -0.85
C 2.96 3.33 -1.35
C 3.37 4.72 -1.07
C 2.42 5.56 -0.32
C 1.18 4.93 0.11
N 0.77 3.66 -0.12
C 0.00 1.31 -1.97
C -0.92 2.46 -2.46
C -0.40 -0.07 -2.34
C 0.39 -1.25 -1.93
C -0.14 -2.67 -2.34
O 0.58 -3.58 -2.66
C -1.70 -2.78 -2.33
C -2.43 -1.70 -2.70
C -4.01 -1.75 -2.67
C -4.37 -2.10 -1.14
S -6.03 -1.51 -0.63
C -6.16 0.25 -1.00
N -6.08 0.92 -2.19
N -6.23 2.22 -1.90
C -6.44 2.46 -0.59
O -6.37 1.19 -0.03
C -1.70 -0.38 -3.14
O -2.13 0.29 -4.05
H -0.82 -1.92 1.49
H -0.38 -2.97 2.89
H -0.54 -3.72 1.22
H 1.51 -1.50 1.52
H 1.93 -3.13 2.20
H 2.68 -2.98 -1.54
H 3.31 -2.04 -0.06
H 2.93 0.40 -0.17
H 3.62 2.64 -1.91
H 4.37 5.09 -1.42
H 2.67 6.62 -0.10
H 0.46 5.59 0.67
H -0.75 2.63 -3.56
H -1.98 2.09 -2.36
H -0.87 3.39 -1.86
H -2.14 -3.75 -2.02
H -4.35 -0.70 -2.91
H -4.44 -2.49 -3.38
H -3.55 -1.70 -0.49
H -4.33 -3.22 -1.07
H -6.61 3.41 -0.05
C 8.02 4.01 -1.88
C 7.19 5.04 -1.20
N 6.55 5.83 -0.68
H 9.03 4.01 -1.47
H 7.58 3.03 -1.74
H 8.08 4.22 -2.95
C -2.66 -2.01 5.21
C -1.39 -2.76 5.10
N -0.40 -3.33 5.01
H -2.67 -1.43 6.13
H -2.77 -1.34 4.36
H -3.50 -2.71 5.23
C 12.02 5.43 -2.99
C 11.69 4.20 -2.23
N 11.45 3.24 -1.64
H 11.10 5.99 -3.19
H 12.70 6.05 -2.41
H 12.49 5.17 -3.94
C -3.18 -6.44 -4.00
C -3.99 -5.46 -3.25
N -4.61 -4.69 -2.67
H -3.76 -7.35 -4.17
H -2.88 -6.03 -4.97
H -2.28 -6.69 -3.44
C -1.25 -0.03 9.18
C -1.92 0.31 7.91
N -2.44 0.58 6.92
H -1.68 0.56 9.99
H -1.40 -1.09 9.40
H -0.19 0.18 9.11
C -6.37 -2.53 3.22
C -5.10 -3.28 3.12
N -4.11 -3.85 3.04
H -6.39 -1.94 4.14
H -6.48 -1.86 2.37
H -7.21 -3.23 3.24
```

Calculated values
Molar mass: 681.8 u
2S+1: 1
Total energy: -69356.5560 eV
SMILES: CCOCc1cc(-c2ccccn2)c(C)c2c1C(=O)C=C(CCSc1nnco1)C2=O.CC#N.CC#N.CC#N.CC#N.CC#N.CC#N
Charge: 0

=====

Record 3
Entry from the Open Molecules 2025 dataset: a cluster of 8 separate species, C35H40B3N8O3P in total in a non-equilibrium geometry (the ωB97M-V functional and the def2-TZVPD basis).

The geometry in XYZ format:
```
90
Properties=species:S:1:pos:R:3
N -1.76 -1.39 3.86
P -2.22 -0.38 2.74
B -4.00 -0.81 2.08
O -4.98 0.15 1.91
B -6.06 -0.08 2.74
O -6.28 -1.37 3.17
B -5.61 -2.40 2.53
O -4.39 -2.12 1.94
H -2.43 -2.14 4.02
H -2.32 0.94 3.19
H -1.34 -0.27 1.64
H -6.78 0.81 3.07
H -6.07 -3.48 2.45
C -0.54 4.21 -1.16
C 0.25 3.07 -1.07
C -0.12 2.08 -0.18
N -1.19 2.16 0.62
C -1.94 3.26 0.53
C -1.66 4.30 -0.34
H -0.29 5.00 -1.85
H 1.13 2.95 -1.69
H 0.48 1.19 -0.08
H -2.80 3.30 1.19
H -2.30 5.17 -0.37
C 4.86 -0.63 1.50
C 3.53 -0.79 1.83
C 2.56 -0.27 0.98
N 2.85 0.38 -0.15
C 4.14 0.52 -0.45
C 5.17 0.04 0.33
H 5.64 -1.02 2.14
H 3.23 -1.31 2.74
H 1.51 -0.39 1.22
H 4.35 1.06 -1.37
H 6.20 0.19 0.03
C 2.97 -1.83 -4.90
C 2.36 -1.24 -5.99
C 1.94 0.08 -5.89
N 2.07 0.81 -4.79
C 2.65 0.23 -3.74
C 3.12 -1.08 -3.74
H 3.31 -2.85 -4.94
H 2.21 -1.80 -6.91
H 1.45 0.56 -6.73
H 2.74 0.84 -2.85
H 3.58 -1.49 -2.85
C 1.27 3.58 5.65
C 1.20 3.12 4.34
C 0.03 2.50 3.91
N -1.03 2.31 4.70
C -0.95 2.75 5.95
C 0.17 3.39 6.47
H 2.15 4.08 6.02
H 2.03 3.24 3.66
H -0.06 2.13 2.90
H -1.83 2.59 6.57
H 0.17 3.73 7.50
C -2.86 -2.92 -4.53
C -1.83 -2.07 -4.16
C -0.57 -2.29 -4.70
N -0.29 -3.27 -5.56
C -1.30 -4.08 -5.90
C -2.59 -3.95 -5.42
H -3.86 -2.79 -4.13
H -1.99 -1.26 -3.46
H 0.26 -1.65 -4.43
H -1.05 -4.87 -6.60
H -3.36 -4.64 -5.74
C -3.08 -9.84 -6.53
C -3.71 -9.26 -7.61
C -4.16 -7.95 -7.50
N -4.02 -7.22 -6.39
C -3.41 -7.79 -5.36
C -2.92 -9.09 -5.37
H -2.71 -10.85 -6.58
H -3.86 -9.80 -8.54
H -4.66 -7.46 -8.33
H -3.30 -7.17 -4.47
H -2.43 -9.50 -4.50
C 4.98 8.13 7.90
C 4.88 6.79 8.21
C 3.86 6.05 7.63
N 2.96 6.56 6.80
C 3.06 7.86 6.51
C 4.05 8.68 7.03
H 5.76 8.74 8.33
H 5.58 6.31 8.88
H 3.76 4.99 7.85
H 2.32 8.26 5.83
H 4.09 9.73 6.76
```

Calculated values
Molar mass: 684.2 u
2S+1: 1
Total energy: -66329.2298 eV
SMILES: N=[PH2]B1OBOBO1.c1ccncc1.c1ccncc1.c1ccncc1.c1ccncc1.c1ccncc1.c1ccncc1.c1ccncc1
Charge: 0

=====

Record 4
Entry from the Open Molecules 2025 dataset: a structure of composition C35H40Cl3KN5O5SeSi in a non-equilibrium geometry (the ωB97M-V functional and the def2-TZVPD basis).

The geometry in XYZ format:
```
91
Properties=species:S:1:pos:R:3
K 0.09 -0.67 -1.53
Se -3.63 3.38 -8.03
N -4.06 3.21 -6.30
C -3.40 2.18 -5.84
C -3.49 1.70 -4.47
C -4.32 2.30 -3.52
C -4.40 1.76 -2.26
C -3.64 0.62 -1.99
N -2.83 0.05 -2.87
C -2.75 0.58 -4.09
C -1.84 -0.10 -5.05
N -1.14 -1.14 -4.59
C -0.31 -1.75 -5.43
C -0.14 -1.37 -6.76
C -0.87 -0.31 -7.23
C -1.74 0.35 -6.37
C -2.54 1.50 -6.79
N -2.53 1.98 -8.00
H -4.90 3.17 -3.80
H -5.03 2.19 -1.50
H -3.69 0.14 -1.02
H 0.24 -2.59 -5.02
H 0.56 -1.90 -7.39
H -0.78 0.04 -8.26
Cl 1.32 -4.57 -4.25
C 1.35 -4.16 -2.49
C 0.13 -3.83 -2.00
C -0.36 -3.53 -0.65
Cl -2.04 -2.88 -0.66
C -0.02 -3.51 0.68
O -0.39 -3.77 1.78
C 2.73 -3.75 -0.71
Cl 2.71 -3.11 0.76
C 2.68 -4.21 -1.93
H -0.66 -3.84 -2.74
H 3.53 -4.41 -2.58
C -2.24 4.05 1.69
C -2.06 2.68 1.78
C -1.70 1.98 0.63
N -1.53 2.57 -0.55
C -1.70 3.89 -0.62
C -2.06 4.67 0.47
H -2.51 4.63 2.57
H -2.17 2.14 2.71
H -1.53 0.91 0.68
H -1.55 4.34 -1.60
H -2.19 5.74 0.35
C 1.99 2.16 0.51
C 2.27 1.96 2.01
C 1.34 2.85 2.83
C 3.73 2.31 2.29
O 2.13 0.61 2.39
Si 0.84 -0.46 2.27
O 0.21 -0.67 0.86
O -0.35 0.08 3.31
C -0.53 -0.17 4.70
C -1.60 0.81 5.17
C -1.03 -1.60 4.89
C 0.76 0.06 5.48
O 1.61 -1.76 3.06
C 2.64 -2.26 2.27
C 2.83 -4.58 1.53
C 3.96 -1.88 2.93
C 2.41 -1.58 0.15
H 2.41 3.10 0.17
H 0.92 2.15 0.32
H 2.44 1.34 -0.06
H 1.26 3.85 2.39
H 1.71 2.95 3.86
H 0.35 2.40 2.86
H 3.94 3.36 2.07
H 4.38 1.68 1.68
H 3.96 2.11 3.34
H -2.51 0.68 4.59
H -1.24 1.84 5.04
H -1.83 0.65 6.22
H -1.93 -1.76 4.30
H -1.24 -1.80 5.94
H -0.28 -2.31 4.53
H 1.13 1.07 5.30
H 1.53 -0.64 5.15
H 0.59 -0.08 6.55
H 2.74 -4.74 2.59
H 4.00 -2.88 0.84
H 2.98 -5.51 0.99
H 4.06 -2.41 3.88
H 3.98 -0.80 3.06
H 4.78 -2.18 2.27
H 1.25 -3.21 0.80
H 1.90 -1.42 -0.82
H 2.89 -0.61 0.29
```

Calculated values
Molar mass: 863.2 u
2S+1: 1
Charge: -1
ΔE to the lowest compared entry with this formula, charge and spin: 2560.0 kJ/mol

=====

Record 5
Entry from the Open Molecules 2025 dataset: a structure of composition C35H40ClIrN5OS7 (the ωB97M-V functional and the def2-TZVPD basis).

The geometry in XYZ format:
```
90
Properties=species:S:1:pos:R:3
Ir -1.78 0.14 -0.89
C -0.87 2.03 1.41
N -1.76 0.87 1.19
C -3.18 1.29 1.39
C -4.08 0.19 0.89
N -3.91 0.05 -0.59
C -4.52 -1.25 -0.99
C -4.62 1.17 -1.26
C -6.01 1.15 -1.34
C -6.69 2.19 -1.95
C -5.98 3.26 -2.48
C -4.61 3.29 -2.39
C -3.90 2.25 -1.77
S -2.15 2.31 -1.72
C -1.42 -0.20 2.15
C -1.38 0.10 3.51
C -1.06 -0.87 4.44
C -0.76 -2.16 4.01
C -0.82 -2.47 2.67
C -1.17 -1.50 1.71
S -1.36 -2.00 0.04
H -1.05 2.48 2.39
H -1.07 2.77 0.64
H 0.16 1.70 1.37
H -3.33 2.21 0.83
H -3.37 1.48 2.45
H -5.13 0.41 1.12
H -3.81 -0.76 1.34
H -5.50 -1.36 -0.53
H -3.87 -2.05 -0.64
H -4.60 -1.30 -2.07
H -6.57 0.33 -0.93
H -7.77 2.15 -2.02
H -6.50 4.06 -2.99
H -4.04 4.11 -2.81
H -1.60 1.10 3.84
H -1.04 -0.61 5.50
H -0.50 -2.92 4.73
H -0.62 -3.47 2.33
S -4.74 2.46 -6.71
C -3.52 1.75 -5.88
S -1.86 2.19 -6.01
C -1.19 1.05 -4.84
C -2.17 0.27 -4.19
S -1.91 -0.95 -2.97
S -3.78 0.45 -4.76
S 0.45 0.97 -4.65
C 5.11 -3.15 0.78
C 4.28 -2.83 -0.47
C 4.85 -3.66 -1.63
C 2.84 -3.30 -0.26
C 4.39 -1.30 -0.81
O 5.70 -1.04 -1.34
C 4.24 -0.32 0.38
C 3.05 -0.43 1.33
C 2.86 0.75 2.26
C 1.99 0.60 3.34
C 1.73 1.64 4.22
C 2.34 2.86 4.00
Cl 2.01 4.18 5.09
C 3.20 3.05 2.94
C 3.46 1.99 2.08
C 3.51 -0.88 -2.01
N 2.28 -0.18 -1.69
C 1.05 -0.66 -1.55
N 0.24 0.32 -1.18
C 1.04 1.42 -1.16
N 2.29 1.15 -1.46
H 5.05 -4.22 0.99
H 4.75 -2.62 1.67
H 6.16 -2.91 0.65
H 4.85 -4.71 -1.35
H 5.87 -3.37 -1.88
H 4.25 -3.57 -2.54
H 2.85 -4.36 -0.02
H 2.25 -3.20 -1.17
H 2.31 -2.79 0.54
H 6.35 -1.26 -0.66
H 4.27 0.67 -0.07
H 5.15 -0.41 0.98
H 3.15 -1.32 1.96
H 2.11 -0.57 0.79
H 1.51 -0.36 3.50
H 1.07 1.50 5.06
H 3.67 4.01 2.79
H 4.13 2.16 1.25
H 3.24 -1.73 -2.63
H 4.09 -0.20 -2.62
H 0.76 -1.68 -1.71
H 0.69 2.41 -0.95
```

Calculated values
Molar mass: 998.9 u
2S+1: 2
Charge: 0
ΔE to the lowest compared entry with this formula, charge and spin: 2.2 kJ/mol